This record from OMol25 describes 13 unconnected molecules or ions with the total composition C19H64O13 in a non-equilibrium geometry. The level of theory is ωB97M-V/def2-TZVPD.

Its spin multiplicity is 2. Its charge is -1. The HOMO-LUMO gap (alpha / beta) comes out at 1.48 / 9.21 eV. Its expectation value of S² is 0.7505.

Element x y z (Å)
C 32.72265 13.22252 -23.26215
H 27.01089 6.30561 -23.37587
O 29.30660 14.45343 -23.73644
H 29.37777 13.28310 -13.81589
C 28.57196 13.07297 -15.79203
H 33.89507 8.54379 -21.87547
H 28.55739 15.94192 -20.78100
H 29.43399 11.53948 -26.63782
H 31.54548 8.15558 -24.28735
C 28.12404 7.41657 -19.66777
H 23.96391 9.80566 -20.23582
H 28.64815 7.66977 -24.63800
H 25.02642 11.35300 -17.90948
H 28.58244 12.90522 -19.97703
H 32.54764 11.50193 -24.55170
C 28.62834 14.55173 -22.56406
H 27.71094 6.44910 -19.95315
O 22.94807 9.70583 -18.39835
H 33.34206 8.58726 -17.94871
O 29.95249 10.01001 -20.65798
C 24.78263 11.16334 -18.95480
H 28.35475 14.65785 -14.32410
H 26.37372 7.85216 -23.91320
H 31.86227 10.13830 -22.95233
H 29.69252 8.24218 -20.22562
C 28.44521 7.86730 -23.58543
H 30.17328 10.73166 -25.24462
H 28.37933 11.02320 -24.30460
C 32.28787 7.29638 -22.63550
H 30.81055 10.41726 -20.51843
H 27.79194 8.34054 -20.14114
H 31.66368 13.46987 -23.18789
H 29.13121 13.55602 -24.02884
H 27.57870 14.68928 -22.82374
C 33.05155 7.96326 -21.50190
H 32.53449 10.74713 -18.29995
H 27.76230 7.47987 -18.64150
H 30.16044 13.85517 -16.69387
H 22.36348 10.07209 -19.06597
C 27.07675 7.38308 -23.22486
O 32.72358 14.00997 -19.31668
H 29.36648 11.51084 -21.98873
H 30.18695 15.54445 -21.42783
C 32.83671 11.68092 -23.51608
O 31.67262 8.42288 -23.37413
O 28.68758 9.25275 -23.30904
C 28.46004 13.57296 -14.32762
H 29.13232 16.67132 -22.29173
H 29.09631 7.21661 -23.00167
H 30.38036 12.48213 -25.42208
H 31.14259 9.41796 -16.43151
H 33.41386 7.24350 -20.76788
H 27.60025 13.08331 -13.87033
H 32.09339 7.54889 -17.31934
C 31.37949 9.51429 -17.49108
H 32.82180 12.18661 -19.91674
C 24.20572 9.84573 -19.17373
H 32.94624 6.72546 -23.29026
O 32.90107 11.24107 -20.04286
H 33.14341 13.85499 -24.04383
H 32.66901 11.10113 -20.96090
H 30.31526 12.57376 -19.98810
H 25.91861 9.80074 -22.68696
H 33.58367 14.33781 -19.05399
H 25.82508 11.58095 -22.56119
H 31.48367 6.63751 -22.30798
H 26.28079 10.70318 -24.11062
H 29.30453 9.12236 -22.58518
H 33.88386 11.38192 -23.56256
O 32.06555 10.96775 -22.51383
H 27.58142 13.02850 -16.24476
H 29.00544 12.08711 -15.96014
H 24.92296 9.06747 -18.91299
H 31.96584 8.03956 -18.95656
O 29.22982 14.06851 -16.59362
O 29.50640 7.37158 -19.86643
C 29.05643 11.09125 -21.03170
O 28.65511 11.87862 -24.64194
H 32.42093 8.64944 -20.93660
C 32.26814 8.40252 -17.97424
H 28.02637 10.73669 -20.99514
H 25.61227 11.34918 -19.63691
H 26.84568 7.35580 -22.15998
O 31.94578 10.72234 -17.54205
C 29.69539 11.65012 -25.58544
H 29.21514 11.75646 -18.88915
H 23.82333 10.75158 -22.78896
O 24.31802 10.77086 -23.61146
C 29.15056 15.76993 -21.67914
H 24.04195 11.92860 -19.18692
H 33.10435 13.57023 -22.30220
H 32.15213 14.21567 -18.57684
H 30.47240 9.50539 -18.09540
C 29.32973 12.11434 -19.91233
C 25.66420 10.72147 -23.21197
H 28.77372 13.60877 -22.03701

---

This record from OMol25 describes a molecular structure, C19H65B4N3O6TiZn in a non-equilibrium geometry. The level of theory is ωB97M-V/def2-TZVPD.

Its spin multiplicity is 4. Its charge is -1. The HOMO-LUMO gap (alpha / beta) comes out at 3.53 / 8.36 eV. Its expectation value of S² is 3.7527.

Element x y z (Å)
H 1.21347 2.61011 -1.35533
O 0.26116 -2.53924 2.03876
O -0.01725 2.13025 0.97283
C -2.58031 -1.37377 -3.40092
H 4.98701 -0.64374 2.59744
C -1.88939 1.20590 -2.07618
C -2.91162 4.26027 -3.83973
H 5.06462 -0.21452 0.28036
H -0.91477 1.42320 -3.66967
C 0.74393 3.44281 -0.83166
H -1.37273 -3.75945 1.51513
H 1.64461 -2.35135 -2.77825
H -5.62234 -1.23747 -2.28970
H -0.10772 -0.97416 -0.98406
B 0.77075 -0.46414 -0.62019
H 2.51010 -0.33778 -3.24111
N -2.82977 1.80794 1.74147
H -2.45494 4.69179 -4.73042
B 2.03165 0.44618 -3.80744
H -0.91818 1.85296 5.87459
H -1.29703 1.48460 -1.20467
H 0.93129 0.45724 -1.15826
C -2.82110 2.32678 -2.55821
H 1.22923 -3.99905 3.30397
H 2.81405 0.87310 -4.41558
H 0.73592 -3.54626 -3.69231
H 2.83203 -3.78020 1.31822
Ti 2.15996 -1.55314 1.12947
H 4.70256 1.00057 3.19577
H -3.10755 5.17120 -3.27411
H 3.96201 1.13899 -0.25079
H -0.37432 -3.43416 3.76385
H 1.23008 4.38589 -1.08140
H -0.07337 1.74178 4.36320
C -3.00126 0.42286 2.17244
H 3.53122 -4.86264 0.09123
C 3.15905 -0.36606 3.79167
H 1.57590 -1.13373 -0.88026
C 1.26886 -2.00371 4.05174
H 0.68229 -0.32387 0.44599
N -0.96169 0.62212 -3.05634
H -2.58222 2.34073 2.56303
C -0.38675 -3.42716 1.19027
H -3.22362 2.87691 -1.70765
C 4.22021 0.09838 2.81962
H -3.95779 0.39944 2.69455
C 1.92261 3.53307 1.36078
H 4.25029 -3.31963 0.43298
H -1.00916 -0.63608 -4.65278
H -2.60219 0.45818 -1.72841
H 1.71183 3.72570 2.41272
C -1.77174 -0.22952 -3.98850
Zn 0.71917 -0.54935 -2.66100
H -0.27534 3.53429 -1.20695
H 2.67891 2.76309 1.20832
H 1.28598 0.00798 -4.45258
H 0.48762 -1.79226 -3.98396
B 0.69998 -2.56000 -3.25614
H -2.42613 0.29944 -4.68138
H -2.13530 -1.67184 -2.45159
H 2.40926 4.42302 0.96172
H -0.37986 0.29427 5.37337
H 3.12698 -2.36937 3.88760
H 0.65834 -1.10222 3.99992
C -0.79895 1.22521 4.99151
H 1.57522 1.19960 -3.18433
O -2.01475 1.03006 4.31023
H -5.12055 -2.76996 -3.16071
H -1.98286 1.94221 1.20780
O -3.89489 -1.00480 -3.17175
H 2.67492 -3.38105 -0.39164
H 2.38944 0.40405 3.84398
H -1.98292 -0.95835 3.59208
H -4.46001 -2.21071 -1.53931
C 4.52389 0.68749 0.56686
H -3.90048 3.93252 -4.16040
H -3.63156 1.81057 -3.07279
H -3.82446 -0.35760 0.18570
H 3.63870 -0.44439 4.76732
H -3.09991 -1.52103 1.12141
N 2.56187 -1.66962 3.42814
H 5.23990 1.45712 0.85512
H -2.57034 -2.30369 -3.96947
B 3.30832 -3.83959 0.35186
C -4.81872 -1.93338 -2.53053
H 0.38883 1.42984 0.45696
C -1.89783 0.06368 3.22285
H 0.20191 -4.28268 0.85911
H -0.92810 0.24620 2.75980
H -2.08158 -0.36984 0.23686
C -2.97271 -0.47145 0.85626
H -0.12504 -2.52809 -2.56147
H 1.33917 -2.28004 5.10378
H 0.01466 4.18158 0.96287
C 0.56491 -3.13490 3.29868
H -0.60661 -2.88841 0.26858
O 3.58281 0.44982 1.59538
O -2.09459 3.27016 -3.30914
C 0.59530 3.32383 0.62340

---

This record from OMol25 describes 14 unconnected molecules or ions with the total composition C19H66N4O14 in a non-equilibrium geometry. The level of theory is ωB97M-V/def2-TZVPD.

Its charge is 0. As for the relative energy (zero: lowest compared OMol25 entry of this formula, charge and spin): 167.3 kJ/mol. The HOMO-LUMO gap comes out at 8.30 eV.

Element x y z (Å)
H 4.64200 -21.50500 -13.90300
H 4.48900 -14.92300 -18.31700
H 6.40400 -18.63200 -13.52800
C 8.49900 -18.28600 -16.98600
H 3.97300 -16.83100 -15.48200
H 6.70500 -17.64300 -11.36300
H 9.44200 -12.27100 -14.61700
H 6.44100 -12.30400 -16.43700
C 4.65500 -16.34800 -14.85100
C 2.39200 -14.90100 -11.11500
H 10.14400 -13.55900 -12.91800
H 7.36800 -16.11300 -15.91600
H 4.24100 -16.67000 -9.73600
C 6.41100 -20.57800 -13.83300
H 3.72900 -20.54000 -16.22700
H 4.43700 -18.79300 -18.45500
C 4.40300 -15.92900 -18.65000
H 5.37700 -16.05300 -19.13100
H 1.66800 -21.02800 -14.32300
C 2.46900 -13.57900 -11.89500
H 5.79100 -16.39500 -9.12900
H 6.53000 -18.24300 -16.24200
H 5.26700 -13.68300 -13.65400
H 5.01800 -17.65300 -11.75400
H 4.59900 -15.96500 -12.96300
N 5.66000 -21.62000 -13.95800
O 1.16300 -13.21200 -12.13400
H 2.63700 -18.72600 -13.90400
H 5.45400 -17.03700 -14.72100
O 2.91700 -15.68800 -20.47700
C 5.73900 -17.09100 -11.20800
H 3.09400 -13.72900 -12.79800
O 7.13400 -16.34900 -16.87300
H 2.95000 -12.69100 -11.43400
C 4.42400 -19.94000 -16.75400
H 8.53000 -12.87700 -15.81000
H 2.67600 -21.47000 -12.91000
H 6.18000 -22.56600 -13.87700
O 7.62600 -17.38800 -13.51100
C 3.84300 -19.56100 -18.04800
O 1.26700 -17.51900 -14.17400
C 2.13900 -20.61900 -13.41100
C 5.54400 -12.67200 -13.38500
C 7.06700 -17.78400 -16.98400
H 2.10800 -18.47200 -15.76900
H 7.80200 -16.46500 -13.50900
H 3.41400 -15.27300 -10.90000
O 7.77400 -20.69000 -14.04400
C 8.65500 -18.05000 -12.68000
H 2.50500 -15.09900 -14.39700
C 1.25000 -17.91300 -15.57200
C 5.64700 -12.94600 -16.88000
O 4.42700 -12.20300 -16.85300
H 2.02400 -15.70000 -11.72800
H 8.39200 -18.70500 -11.85400
H 3.36100 -13.67700 -15.32800
H 3.85400 -20.39800 -18.73700
H 5.95200 -13.11000 -17.94300
H 3.32900 -17.43900 -19.62400
H 0.91200 -13.55900 -12.96000
H 1.22900 -17.01400 -16.09600
C 8.70400 -14.10400 -14.28300
O 4.91800 -11.83100 -14.21900
H 2.48000 -14.85400 -20.25100
H 5.22500 -12.38000 -12.33500
H 4.86900 -19.31500 -13.66300
O 5.84800 -15.86800 -11.61300
H 6.63900 -12.66400 -13.53700
N 9.05600 -13.11800 -14.99900
H 5.06300 -12.16000 -15.07300
C 5.24600 -17.04900 -9.79800
H 4.50000 -18.95500 -16.29300
H 2.12400 -13.15400 -16.21600
H 9.20100 -17.79500 -17.70400
H 6.18500 -20.92700 -16.53500
O 3.93900 -16.07000 -13.67700
O 1.78000 -14.75600 -14.94900
H 2.94200 -14.74600 -16.71300
H 2.27100 -16.48700 -18.73400
O 3.05600 -19.57200 -13.73200
H 8.50000 -19.35800 -17.39700
H 6.69200 -15.59300 -11.33100
H 0.37000 -18.51500 -15.74300
C 2.54600 -14.05800 -15.94800
H 1.76300 -14.75000 -10.21700
O 5.62100 -20.60000 -17.17300
H 9.00200 -18.39000 -16.00500
H 5.16700 -15.54100 -15.39300
H 2.85300 -19.10100 -17.88800
H 5.15400 -18.04400 -9.40700
H 9.25600 -17.31200 -12.19300
H 1.35400 -20.33400 -12.69500
H 9.02900 -14.69200 -12.37200
H 4.69600 -11.23300 -16.98200
N 5.86200 -19.44900 -13.51700
H 0.93500 -16.61200 -14.16600
C 3.18900 -16.42500 -19.35800
H 6.43500 -18.05100 -17.86600
H 5.71600 -13.78400 -16.21300
H 4.38200 -16.34200 -17.60300
N 9.41000 -14.20500 -13.18500
H 9.36600 -18.55400 -13.35200
O 7.58200 -14.80900 -14.62100

---

This record from OMol25 describes 15 unconnected molecules or ions with the total composition C19H68N16O15 in a non-equilibrium geometry. The level of theory is ωB97M-V/def2-TZVPD.

Its charge is 0. As for the relative energy (zero: lowest compared OMol25 entry of this formula, charge and spin): 222.4 kJ/mol. The HOMO-LUMO gap comes out at 8.31 eV.

Element x y z (Å)
O 4.24377 -3.80146 -1.35616
H 3.78683 0.98638 -3.18351
H -1.15805 -2.06241 -3.14783
N 5.16742 -1.66600 -1.59566
O -0.97372 -0.27848 -0.34072
O 1.26328 -3.61110 -0.88143
H -2.63598 2.53777 -0.50916
C 0.34671 1.34182 4.72618
C 2.72151 -3.20276 1.90067
H -0.55945 3.11757 2.57953
N -4.26573 -2.32089 -0.25375
C -4.00822 -1.21217 4.38801
H -6.74148 1.35187 -0.28563
N 2.99794 -1.74985 -1.89141
N -1.51934 1.85644 -3.62506
H -1.72536 -1.66011 2.01197
C 0.75032 -4.30951 -1.94823
H -1.58915 5.01774 1.70525
N 5.93615 0.45570 -0.15737
O -1.80672 2.69569 -0.98466
H -5.27063 -2.51291 -0.07365
O 1.39037 -3.76629 1.77203
H 0.23707 1.13893 -4.03188
N -2.11976 -2.88616 -0.34475
H -0.68300 4.12786 -1.93928
H 0.91857 -1.14516 -0.67703
H -0.30498 0.14297 3.03404
H -2.68726 2.44555 -6.39462
O 2.50707 3.84563 2.56964
H 1.33773 1.91851 1.58904
C 4.81292 0.84216 0.37952
O 1.04181 1.89516 -1.68326
H 1.29253 -4.09886 0.85795
H 1.26004 -5.09846 -3.76877
H 2.36126 0.17173 3.27691
H -2.35776 4.43440 -1.92689
C -1.87399 2.51644 -4.63590
H 0.69020 -1.88228 -3.35937
H 5.03198 -0.78033 -1.06912
C 1.79713 1.31959 -2.66528
H 0.53269 2.36526 4.29971
C -1.61349 4.01239 -1.35804
H -1.04533 -3.80563 -1.51228
N 1.31726 1.08823 -3.86915
H -3.76219 -0.19827 4.66033
H -3.36933 0.41390 -0.72963
N -2.50669 1.86617 -5.57913
H 3.51124 -3.84224 1.61358
O -2.48402 -1.17817 2.38389
H 1.01171 2.45140 -0.05057
O -5.51564 0.72306 1.79290
H 2.52186 -4.69235 -2.51086
N 1.58194 -4.83062 -2.79880
O -2.21509 4.30471 1.86572
H -1.15858 -4.51829 -2.98208
H -4.09581 -1.34577 -0.33292
H 6.46977 -0.37250 0.28025
O -3.72521 -4.45150 0.55108
H 2.41352 4.43796 -0.63918
N -5.80720 1.00167 -0.51203
C 0.36346 -0.62413 0.11228
H 1.80929 0.47417 -4.47486
O 4.31443 0.38156 1.56856
N 1.47642 2.60688 0.83758
H -1.83717 1.61421 1.79247
H 3.79274 -2.16533 3.50415
N 4.14597 1.73425 -0.27485
H -1.13978 2.34222 -2.81886
H -4.12291 -1.62055 5.36959
N -3.77633 0.40389 0.21854
H -1.41594 4.61575 -0.48691
H 0.91182 0.28090 0.28495
H -1.61140 -3.62412 0.04475
H -2.30120 1.36801 3.44121
H -3.21083 0.02173 0.97510
H 4.65329 2.43661 -0.83483
H -5.31661 1.42381 -1.37204
H 2.71480 -2.29115 1.30422
H 2.90536 -0.76468 -2.05589
C -1.57434 3.41172 2.70303
C 2.02677 3.69015 1.27670
H 6.15156 0.70382 -1.11836
H -3.40151 2.26002 2.38450
O -1.64271 3.88568 -4.79950
H 0.32208 -1.24038 0.95300
C -2.83320 -1.78409 3.61809
N -0.53960 -4.47712 -2.13826
H -1.80702 0.89831 -3.55816
H 2.90772 -3.58294 3.94002
H 0.20029 -1.12369 -5.13970
H -3.07906 -2.81186 3.38076
H -0.98904 0.68228 -0.51317
H 3.32239 1.10201 -1.52338
H 2.12964 -2.27811 -1.80871
H -1.63477 3.64409 3.69583
N 3.00507 0.89971 -2.52292
C 2.90027 -2.70327 3.30271
H -0.13510 -0.73991 -2.66634
C -3.39419 -3.22940 -0.01014
H 3.19127 2.02675 0.18348
O 1.57700 0.57581 2.88333
C -5.01973 0.75527 0.46565
C -2.33162 2.10483 2.58137
H 2.65169 5.57932 0.78787
H -1.72407 -1.91937 -0.57264
C -0.32898 -1.41337 -3.43151
H -4.94193 -1.24050 3.89626
N 2.17389 4.64058 0.38477
H 2.06965 -2.10655 3.55930
O -0.54999 -0.77335 -4.60864
H -2.36323 0.85853 -5.73218
C 4.09606 -2.39742 -1.57943
H 1.05152 1.26078 5.53297
H -0.58127 1.31539 5.33878
H 6.00760 -2.19235 -1.21996
H -2.04619 -1.92588 4.30366
C 0.48499 0.22308 3.72809
H 0.61926 -0.73671 4.27446